Record 1
The following is a quantum chemistry calculation of C59H34F6I4IrN6O4S2 as an isolated structure at a distorted geometry, from the OMol25 dataset.

```
! wB97M-V def2-TZVPD RIJCOSX def2/J DEFGRID3
* xyz 0 2
Ir 0.477 -0.086 -0.170
I 3.927 -7.525 5.251
C 3.121 -5.994 4.098
C 2.156 -6.287 3.145
C 1.632 -5.263 2.371
C 2.056 -3.949 2.542
C 3.007 -3.672 3.518
C 3.547 -4.689 4.292
C 1.536 -2.833 1.701
C 1.864 -2.814 0.341
C 2.553 -3.862 -0.365
C 2.821 -3.402 -1.613
C 2.352 -2.049 -1.648
C 2.797 -1.049 -2.493
C 3.516 -1.422 -3.747
C 4.894 -1.613 -3.740
C 5.568 -1.974 -4.897
C 4.854 -2.146 -6.074
I 5.851 -2.705 -7.812
C 3.480 -1.960 -6.100
C 2.818 -1.601 -4.935
C 2.701 0.293 -2.136
N 2.028 0.871 -1.057
C 2.141 2.232 -1.241
C 1.416 3.267 -0.646
C 1.857 4.666 -0.894
C 1.018 5.606 -1.484
C 1.443 6.909 -1.697
C 2.724 7.280 -1.313
I 3.365 9.234 -1.615
C 3.579 6.356 -0.730
C 3.143 5.055 -0.530
C 0.311 3.029 0.147
C -0.537 4.012 0.777
C -1.372 3.343 1.601
C -1.007 1.954 1.522
N -0.033 1.785 0.587
C -1.354 0.998 2.471
C -0.626 -0.184 2.638
C -0.763 -1.073 3.757
C 0.132 -2.069 3.597
C 0.777 -1.856 2.334
N 0.352 -0.667 1.799
C -2.515 1.296 3.353
C -2.394 1.406 4.735
C -3.509 1.616 5.532
C -4.760 1.713 4.940
I -6.444 1.982 6.132
C -4.896 1.642 3.562
C -3.771 1.446 2.777
C 3.011 2.497 -2.344
C 3.328 1.313 -2.905
N 1.699 -1.748 -0.496
H 1.809 -7.302 3.010
H 0.866 -5.485 1.638
H 3.338 -2.652 3.664
H 4.297 -4.463 5.037
H 2.822 -4.817 0.050
H 3.360 -3.895 -2.405
H 5.445 -1.480 -2.817
H 6.638 -2.122 -4.879
H 2.924 -2.099 -7.017
H 1.743 -1.478 -4.951
H 0.028 5.309 -1.807
H 0.782 7.626 -2.164
H 4.575 6.646 -0.426
H 3.806 4.333 -0.069
H -0.453 5.077 0.655
H -2.121 3.748 2.261
H -1.492 -0.973 4.541
H 0.285 -2.925 4.232
H -1.415 1.355 5.196
H -3.402 1.708 6.604
H -5.868 1.730 3.097
H -3.868 1.388 1.703
H 3.283 3.481 -2.683
H 3.927 1.135 -3.782
F -4.598 -3.413 -0.118
C -3.336 -3.118 -0.415
F -2.552 -4.122 -0.015
F -3.223 -2.982 -1.733
S -2.829 -1.572 0.440
O -1.472 -1.393 -0.081
O -2.969 -1.855 1.833
N -3.885 -0.554 -0.052
S -3.632 0.661 -1.027
O -2.732 1.638 -0.464
O -3.462 0.306 -2.405
C -5.322 1.428 -0.914
F -6.280 0.527 -0.744
F -5.553 2.096 -2.043
F -5.363 2.291 0.105
N -0.132 0.057 -1.991
C -0.494 0.111 -3.182
C -0.367 1.423 -3.896
C -0.909 2.575 -3.339
C -0.805 3.779 -4.022
C -0.142 3.840 -5.239
C 0.431 2.695 -5.775
C 0.313 1.485 -5.109
C -0.955 -1.111 -3.900
C -1.660 -1.002 -5.093
C -2.084 -2.146 -5.752
C -1.805 -3.399 -5.225
C -1.109 -3.509 -4.028
C -0.693 -2.369 -3.363
H -1.423 2.514 -2.389
H -1.258 4.670 -3.608
H -0.077 4.778 -5.775
H 0.962 2.741 -6.717
H 0.765 0.592 -5.522
H -1.896 -0.027 -5.496
H -2.642 -2.057 -6.675
H -2.142 -4.289 -5.739
H -0.904 -4.483 -3.605
H -0.161 -2.450 -2.424
*
```

Summary:
* frontier orbital gap (spin up / spin down): 5.62 / 5.64 eV
* energy: -5588.91284 hartree
* LUMO energy (spin up / spin down): -0.061 / -0.061 hartree
* HOMO energy (spin up / spin down): -7.3 / -7.3 eV

---

Record 2
The following is a quantum chemistry calculation of C59H40BrF5IN2O2PSeTi as an isolated structure at a distorted geometry, from the OMol25 dataset.

```
! wB97M-V def2-TZVPD RIJCOSX def2/J DEFGRID3
* xyz 0 1
Ti 0.514 0.615 0.218
O -3.971 -0.134 1.510
C -3.779 -1.510 1.627
C -4.906 -2.356 1.950
C -4.812 -3.693 1.898
C -3.574 -4.283 1.575
C -2.437 -3.485 1.489
C -2.527 -2.091 1.495
C -1.212 -1.351 1.412
O -1.204 0.002 0.887
N -0.268 -2.114 0.650
N 0.838 -1.293 0.266
C 2.093 -1.843 0.426
C 2.921 -1.902 -0.564
Br 2.264 1.803 -1.074
C 3.524 -2.164 -1.695
C 3.148 -3.305 -2.601
C 2.773 -2.970 -3.883
C 2.034 -3.863 -4.627
C 1.867 -5.221 -4.200
C 2.254 -5.623 -2.902
C 2.753 -4.563 -2.136
H -3.115 0.282 1.237
H -5.897 -1.909 2.140
H -5.630 -4.336 2.245
H -3.666 -5.357 1.455
H -1.474 -3.962 1.408
H -0.874 -1.217 2.484
H -0.781 -2.437 -0.149
H 2.329 -2.202 1.423
H 4.126 -1.345 -2.117
H 3.168 -2.085 -4.285
H 1.605 -3.527 -5.623
H 1.417 -5.930 -4.876
H 2.160 -6.502 -2.397
H 2.897 -4.656 -1.025
I -1.305 3.025 0.536
C -0.423 4.234 -0.794
C 0.197 5.365 -0.301
C 0.480 6.456 -1.201
C 0.226 6.351 -2.517
C -0.307 5.153 -3.023
C -0.879 5.213 -4.354
C -1.571 4.113 -4.786
C -1.654 2.900 -4.044
C -1.091 2.795 -2.786
P -0.838 1.082 -2.082
C -2.530 0.379 -1.878
C -2.550 -1.034 -1.857
C -3.758 -1.617 -1.467
C -4.941 -0.878 -1.393
C -4.922 0.496 -1.533
C -3.688 1.081 -1.818
C -0.314 0.201 -3.608
C -1.236 -0.398 -4.467
C -0.968 -0.792 -5.773
C 0.310 -0.541 -6.292
C 1.222 -0.100 -5.460
C 0.962 0.263 -4.145
C -0.662 4.050 -2.212
H 0.295 5.497 0.769
H 0.778 7.424 -0.778
H 0.480 7.064 -3.293
H -0.789 6.102 -4.975
H -2.055 4.173 -5.834
H -2.106 2.031 -4.506
H -1.630 -1.456 -1.746
H -3.843 -2.717 -1.252
H -5.769 -1.449 -0.937
H -5.865 1.002 -1.341
H -3.789 2.177 -2.035
H -2.284 -0.496 -4.151
H -1.746 -1.212 -6.400
H 0.551 -0.785 -7.383
H 2.266 0.013 -5.769
H 1.816 0.484 -3.508
C 1.323 1.221 2.106
C 0.758 0.758 3.148
C 0.257 0.163 4.216
C -0.990 0.690 4.862
C -1.206 0.665 6.268
C -2.365 1.247 6.746
C -3.251 1.991 5.917
C -3.088 1.936 4.567
C -1.991 1.232 4.079
C 0.924 -1.076 4.678
C 2.254 -1.276 4.517
C 2.864 -2.501 4.834
C 2.073 -3.485 5.513
C 0.750 -3.192 5.741
C 0.170 -1.998 5.321
H -0.519 0.225 6.962
H -2.718 1.266 7.763
H -4.098 2.492 6.349
H -3.735 2.465 3.932
H -1.756 1.207 3.031
H 2.938 -0.545 4.010
H 3.952 -2.654 4.719
H 2.592 -4.406 5.648
H 0.132 -3.879 6.308
H -0.814 -1.712 5.491
F 7.763 2.562 -0.686
C 6.622 2.501 0.052
C 6.125 3.684 0.606
F 6.854 4.782 0.589
C 4.869 3.638 1.243
F 4.455 4.838 1.712
C 4.150 2.470 1.439
Se 2.542 2.666 2.463
C 4.759 1.287 0.945
F 4.250 0.142 1.416
C 6.004 1.293 0.312
F 6.522 0.185 -0.067
*
```

Summary:
* frontier orbital gap: 7.16 eV
* energy above the lowest of the compared OMol25 structures with the same formula, charge and spin: 0.0 kJ/mol
* energy: -9495.39067 hartree
* LUMO energy: -0.019 hartree
* HOMO energy: -7.7 eV

---

Record 3
The following is a quantum chemistry calculation of C59H42ClGaN10O5P as an isolated structure at a distorted geometry, from the OMol25 dataset.

```
! wB97M-V def2-TZVPD RIJCOSX def2/J DEFGRID3
* xyz 1 1
Ga 12.632 -23.561 11.598
O 12.143 -29.476 13.597
C 10.907 -29.298 14.035
O 10.393 -30.070 14.811
C 10.289 -28.057 13.529
C 8.989 -27.698 13.757
Cl 7.850 -28.630 14.582
N 8.546 -26.572 13.211
N 9.750 -25.944 12.577
C 10.646 -26.897 12.627
C 11.992 -26.689 11.946
O 12.664 -27.698 11.673
O 12.236 -25.476 11.642
C 7.409 -25.783 13.083
C 7.533 -24.502 12.549
C 6.405 -23.817 12.204
C 5.157 -24.225 12.727
C 5.006 -25.502 13.215
C 6.116 -26.251 13.428
H 12.288 -28.846 12.794
H 8.556 -24.086 12.406
H 6.529 -22.954 11.571
H 4.268 -23.602 12.557
H 3.973 -25.905 13.254
H 6.047 -27.305 13.793
C 3.182 -20.718 1.594
O 3.601 -19.904 2.722
C 4.675 -20.318 3.479
C 5.697 -21.231 3.127
C 6.616 -21.631 4.103
C 6.582 -21.177 5.419
C 5.599 -20.188 5.738
C 4.656 -19.781 4.837
C 7.613 -21.579 6.351
N 7.926 -20.965 7.492
C 8.994 -21.665 8.032
C 9.367 -22.716 7.203
N 8.503 -22.574 6.110
C 10.435 -23.535 7.455
C 10.857 -24.557 6.577
C 11.819 -25.464 6.921
C 12.455 -25.269 8.176
N 12.122 -24.280 9.060
C 11.151 -23.380 8.724
C 10.677 -22.369 9.693
N 11.167 -22.333 10.958
C 10.711 -21.359 11.818
C 9.675 -20.526 11.478
C 9.124 -20.622 10.226
C 9.634 -21.512 9.305
H 2.697 -19.963 0.930
H 2.525 -21.548 1.950
H 3.988 -21.212 1.016
H 5.786 -21.682 2.146
H 7.379 -22.379 3.780
H 5.558 -19.778 6.761
H 3.778 -19.226 5.157
H 8.542 -23.141 5.261
H 10.336 -24.576 5.612
H 12.211 -26.236 6.295
H 13.332 -25.917 8.408
H 11.254 -21.286 12.742
H 9.254 -19.766 12.131
H 8.348 -19.894 9.845
N 16.207 -16.540 4.507
C 16.419 -17.296 5.417
C 16.455 -18.227 6.542
C 15.630 -17.977 7.632
C 15.338 -18.980 8.579
C 15.982 -20.219 8.528
C 17.020 -20.389 7.575
C 17.249 -19.397 6.622
N 15.556 -21.322 9.312
C 16.198 -22.577 9.384
C 15.426 -23.435 10.123
N 14.244 -22.779 10.402
C 14.369 -21.528 9.931
H 15.025 -17.042 7.667
H 14.616 -18.779 9.393
H 17.617 -21.354 7.606
H 17.976 -19.581 5.856
H 17.137 -22.764 8.938
H 15.714 -24.386 10.543
H 13.597 -20.793 10.134
N 13.278 -22.699 13.082
P 13.003 -22.831 14.605
C 12.384 -21.297 15.273
C 11.575 -21.126 16.468
C 11.285 -19.806 16.895
C 11.873 -18.705 16.312
C 12.662 -18.862 15.195
C 12.928 -20.137 14.679
C 14.526 -23.201 15.440
C 15.496 -24.059 14.903
C 16.646 -24.411 15.627
C 16.828 -23.894 16.923
C 15.787 -23.212 17.497
C 14.672 -22.799 16.818
C 11.811 -24.038 15.146
C 12.209 -25.208 15.743
C 11.228 -26.036 16.291
C 9.873 -25.688 16.302
C 9.503 -24.446 15.826
C 10.510 -23.633 15.249
H 11.102 -21.977 16.995
H 10.613 -19.662 17.794
H 11.742 -17.695 16.713
H 13.028 -17.987 14.679
H 13.668 -20.342 13.825
H 15.483 -24.294 13.868
H 17.386 -25.028 15.079
H 17.692 -24.135 17.529
H 15.910 -22.871 18.544
H 13.935 -22.145 17.286
H 13.270 -25.536 15.812
H 11.592 -26.970 16.667
H 9.101 -26.363 16.689
H 8.474 -24.090 15.821
H 10.363 -22.560 15.098
*
```

Summary:
* frontier orbital gap: 6.68 eV
* energy above the lowest of the compared OMol25 structures with the same formula, charge and spin: 84.1 kJ/mol
* energy: -5923.45778 hartree
* LUMO energy: -0.127 hartree
* HOMO energy: -10.1 eV

---

Record 4
The following is a quantum chemistry calculation of C59H45BrKN10O3P2 as an isolated structure, from the OMol25 dataset.

```
! wB97M-V def2-TZVPD RIJCOSX def2/J DEFGRID3
* xyz -1 1
K 0.438 0.242 0.028
C -1.431 -0.354 -4.675
C -0.613 -0.424 -3.557
N -1.111 -0.598 -2.343
C -2.428 -0.736 -2.241
C -3.246 -0.607 -3.364
N -2.755 -0.417 -4.579
C -2.964 -1.093 -0.893
C -4.203 -1.711 -0.758
C -4.621 -2.151 0.494
C -3.752 -1.944 1.559
C -2.540 -1.298 1.342
N -2.156 -0.875 0.139
C -1.588 -1.061 2.463
C -2.010 -0.843 3.768
N -1.159 -0.596 4.757
C 0.121 -0.535 4.425
C 0.550 -0.735 3.118
N -0.297 -1.033 2.151
C -5.928 -2.844 0.681
C -6.717 -3.234 -0.398
C -7.923 -3.874 -0.169
N -8.400 -4.154 1.039
C -7.647 -3.782 2.069
C -6.428 -3.137 1.946
H -1.013 -0.228 -5.666
H 0.461 -0.319 -3.630
H -4.326 -0.634 -3.279
H -4.810 -1.876 -1.634
H -3.970 -2.319 2.547
H -3.063 -0.845 4.025
H 0.829 -0.308 5.212
H 1.597 -0.652 2.851
H -6.410 -3.063 -1.418
H -8.537 -4.181 -1.007
H -8.038 -4.011 3.053
H -5.893 -2.866 2.843
C 1.746 4.632 -1.062
N 1.598 3.194 -1.281
P 2.866 2.054 -1.011
C 4.309 3.028 -1.629
C 5.319 3.562 -0.836
C 6.371 4.266 -1.408
C 6.423 4.455 -2.780
C 5.416 3.932 -3.582
C 4.379 3.218 -3.009
C 3.186 2.121 0.787
C 2.520 2.931 1.697
C 2.812 2.844 3.053
C 3.761 1.948 3.509
C 4.420 1.117 2.607
C 4.126 1.199 1.260
P 0.410 2.536 -2.315
C 0.384 3.684 -3.755
C -0.239 4.930 -3.750
C -0.187 5.749 -4.866
C 0.484 5.331 -6.007
C 1.102 4.091 -6.030
C 1.046 3.274 -4.909
C -1.190 2.960 -1.545
C -2.343 2.694 -2.292
C -3.595 2.859 -1.733
C -3.714 3.286 -0.412
C -2.577 3.542 0.333
C -1.316 3.377 -0.229
H 2.555 4.815 -0.356
H 0.829 5.055 -0.647
H 1.984 5.148 -1.999
H 5.283 3.435 0.239
H 7.148 4.676 -0.775
H 7.242 5.005 -3.223
H 5.446 4.074 -4.655
H 3.599 2.807 -3.640
H 1.731 3.602 1.391
H 2.260 3.468 3.743
H 3.977 1.877 4.569
H 5.144 0.393 2.957
H 4.609 0.530 0.559
H -0.775 5.254 -2.867
H -0.673 6.716 -4.847
H 0.520 5.971 -6.880
H 1.619 3.756 -6.919
H 1.520 2.299 -4.929
H -2.256 2.356 -3.321
H -4.482 2.650 -2.321
H -4.694 3.410 0.030
H -2.637 3.861 1.365
H -0.458 3.548 0.404
Br -2.701 -4.273 4.433
C -0.963 -4.884 3.969
C -0.743 -6.235 3.774
C 0.525 -6.664 3.419
C 1.561 -5.759 3.222
C 1.325 -4.404 3.459
C 0.069 -3.967 3.835
N 2.851 -6.289 2.926
N 3.626 -5.729 2.113
C 3.251 -4.676 1.288
C 4.265 -3.752 1.032
C 4.039 -2.519 0.457
C 2.731 -2.116 0.072
O 2.448 -0.971 -0.345
C 1.690 -3.167 0.151
N 0.484 -2.847 -0.361
C -0.455 -3.760 -0.387
C -0.248 -5.083 0.031
C 0.965 -5.416 0.568
C 1.966 -4.433 0.708
H -1.552 -6.942 3.890
H 0.720 -7.717 3.261
H 2.123 -3.686 3.320
H -0.116 -2.915 4.001
H 5.257 -4.017 1.382
H 4.846 -1.812 0.328
H -1.419 -3.455 -0.785
H -1.032 -5.822 -0.078
H 1.164 -6.435 0.871
O -0.253 4.015 2.618
C -0.429 2.836 2.960
O -0.312 1.808 2.260
H -0.715 2.663 4.033
*
```

Summary:
* frontier orbital gap: 5.60 eV
* energy above the lowest of the compared OMol25 structures with the same formula, charge and spin: 31.7 kJ/mol
* energy: -6905.41596 hartree
* LUMO energy: 0.045 hartree
* HOMO energy: -4.4 eV